No. 1
The following is a quantum chemistry calculation of 2 unconnected molecules or ions with the total composition C9H14OS, from the Open Molecules 2025 dataset.

Geometry as XYZ:
```
25
Properties=species:S:1:pos:R:3:forces:R:3
C -2.115364 -0.985720 -1.598776 3.7 1.9 -1.0
C -0.854545 -1.699250 -2.189411 1.1 -0.4 -2.9
S -2.596787 0.616390 -2.272022 -0.6 -1.0 -0.7
H -2.901159 -1.579392 -1.450194 -3.7 -2.2 -0.6
H -1.772238 -0.871357 -0.621792 0.5 1.1 1.9
H 0.024245 -1.151109 -1.834776 -0.3 -0.8 0.6
H -1.877936 1.572613 -1.667721 0.6 -0.3 0.5
H -0.532438 -1.770520 -3.302566 -1.7 0.7 1.2
H -0.948630 -2.791380 -1.988919 0.3 0.9 0.6
C 1.302115 2.933051 1.569914 2.6 0.1 1.4
C 1.422704 -0.497531 -0.125016 2.3 0.7 -1.4
C 1.759184 0.822284 0.200268 -0.6 -0.3 -0.7
C 0.629879 -1.203457 0.697604 -0.7 -1.2 0.1
C 1.021082 1.494123 1.135986 -1.7 0.4 2.7
C -0.072944 -0.656558 1.705295 -1.9 2.0 3.6
C 0.075221 0.734212 1.926653 -0.5 0.0 -1.7
O 0.559691 -2.522573 0.499992 -3.9 -3.7 -1.0
H 1.863597 -1.078419 -0.962611 0.1 0.7 0.7
H 2.510428 1.380715 -0.311567 0.5 0.0 -0.5
H -0.467244 -2.888129 0.478190 4.1 1.5 0.5
H -0.698964 -1.289561 2.467427 1.1 1.2 -1.8
H 1.095144 3.160972 2.666279 0.6 -0.9 -1.2
H 0.896672 3.806804 1.151329 -1.7 0.6 -1.5
H -0.715174 1.252123 2.494260 1.0 -0.2 0.3
H 2.393461 3.211671 1.332173 -1.2 -0.9 0.8
```
Positions in Å, forces in eV/Å.

Output
**Gap between HOMO and LUMO (spin up / spin down)**: 8.09 / 2.62 eV
**Total charge**: +1
**Spin multiplicity**: 2
**⟨S²⟩**: 0.753

=====

No. 2
The following is a quantum chemistry calculation of 2 unconnected molecules or ions with the total composition C9H14S, from the Open Molecules 2025 dataset.

Geometry as XYZ:
```
24
Properties=species:S:1:pos:R:3:forces:R:3
C -2.031264 -0.079691 1.855911 -0.4 -0.7 0.2
C -3.126656 -0.075132 -1.778444 -0.1 0.5 0.4
C -3.125438 0.074837 -0.396075 0.1 -0.4 0.0
C -2.011277 -0.571430 -2.425951 0.3 0.4 0.1
C -2.041450 -0.330422 0.372485 0.1 1.0 -0.2
C -0.931578 -1.000639 -1.663450 0.5 -0.6 0.7
C -0.933525 -0.876138 -0.282653 -0.8 0.1 0.5
H -3.994182 0.304954 -2.299549 0.1 -0.1 -0.3
H -3.973366 0.525638 0.094161 -0.2 0.0 0.1
H -1.903254 -0.449576 -3.489263 -0.2 -0.5 -0.3
H -0.073839 -1.540517 -2.051582 0.0 0.4 -0.6
H -1.210592 0.528780 2.221683 0.2 0.1 -0.2
H -1.972297 -1.052549 2.327416 0.3 -0.3 0.4
H -0.119822 -1.204495 0.356133 0.2 -0.1 -0.4
H -2.963180 0.332815 2.244811 0.0 0.2 -0.3
C 2.147305 0.021717 1.864281 0.5 -0.7 -0.4
C 2.826221 0.754203 -0.677144 0.6 -0.4 0.4
S 3.527526 0.805187 1.007059 -0.5 0.5 -0.4
H 1.222894 0.566013 2.014141 0.0 0.5 -0.2
H 1.933009 -0.921268 1.356110 -0.1 0.0 0.1
H 2.566138 -0.234641 2.814994 0.0 -0.2 0.8
H 3.392214 1.407479 -1.332335 -0.1 0.3 0.1
H 1.781873 1.026657 -0.626443 -0.2 0.1 -0.2
H 2.959817 -0.259217 -1.053355 -0.3 0.0 -0.1
```
Positions in Å, forces in eV/Å.

Output
**Gap between HOMO and LUMO**: 9.43 eV
**Total charge**: 0
**SMILES**: Cc1ccccc1.CSC

=====

No. 3
The following is a quantum chemistry calculation of a gas-phase ion, C9H15BNO2 (charge +1), from the Open Molecules 2025 dataset.

Geometry as XYZ:
```
28
Properties=species:S:1:pos:R:3:forces:R:3
B 0.382175 -0.671150 -0.855508 -1.7 -0.7 1.1
C 2.932960 0.531251 2.473912 0.8 -2.0 -2.3
C 1.860937 -0.318230 2.716331 -0.1 2.6 2.3
C 3.402578 0.642037 1.168214 -2.7 -0.6 -0.3
C 1.016878 -0.719253 1.742293 -1.2 1.0 -2.0
C 2.528516 0.208284 0.168327 0.1 -0.4 0.1
C 1.245231 -0.339351 0.408284 1.6 -0.7 -0.7
C -2.458302 2.140501 -0.493316 0.3 1.1 0.4
C -2.050713 -0.175914 -0.031823 -1.4 -1.7 -1.7
C -1.157092 -1.249769 -0.807515 0.0 1.8 1.8
N -1.764381 -1.386910 -2.141853 1.1 -0.9 -0.9
O 0.709022 -0.550070 -2.143578 1.7 0.4 -0.8
O -2.296724 0.858048 -1.016588 0.1 -1.9 -0.6
H 3.560470 0.767037 3.260140 0.9 1.1 1.6
H 1.536899 -0.158113 3.748950 -0.2 -1.4 -0.1
H 4.271066 1.095812 0.816793 1.6 0.7 0.1
H 0.042306 -1.070986 1.947910 -0.8 -0.8 0.7
H 2.960042 0.163160 -0.820386 -0.2 0.5 -0.4
H -2.988030 2.865993 -1.143881 -0.6 -1.2 0.4
H -1.513247 2.639429 -0.434982 1.1 0.1 0.3
H -2.809404 2.010840 0.520713 -0.7 0.7 0.2
H -1.332300 0.200390 0.678157 -0.8 0.2 1.2
H -3.120324 -0.681745 0.261316 2.7 1.5 0.0
H -1.101844 -2.245870 -0.365361 -0.5 0.2 0.4
H -2.556329 -0.763801 -2.307404 -0.3 -0.2 0.3
H -1.900684 -2.389518 -2.284611 -0.8 0.4 -0.5
H -1.046335 -1.096934 -2.810702 0.1 0.1 -0.3
H 1.646630 -0.305169 -2.253831 -0.5 0.0 -0.4
```
Positions in Å, forces in eV/Å.

Output
**Gap between HOMO and LUMO**: 9.51 eV
**Total charge**: +1
**SMILES**: COC[C@@H]([NH3+])B(O)c1ccccc1

=====

No. 4
The following is a quantum chemistry calculation of a molecular structure, C9H15Br6Cl2CuO3, from the Open Molecules 2025 dataset.

Geometry as XYZ:
```
36
Properties=species:S:1:pos:R:3:forces:R:3
Cu 22.368573 8.836458 -22.702952 1.4 -0.2 -0.2
C 26.193225 11.075017 -22.898169 -0.9 -1.4 -0.5
C 25.140767 10.752507 -23.992510 -0.1 -0.5 0.9
O 23.928671 10.176345 -23.535271 0.7 0.9 -0.2
H 25.921938 11.815899 -22.148892 -0.1 0.0 -0.2
H 27.106301 11.319103 -23.436961 -0.1 0.3 0.1
H 26.340364 10.092924 -22.448696 0.4 0.3 0.5
H 25.573971 10.076922 -24.731491 0.0 0.0 -0.2
H 25.001612 11.714233 -24.495114 -0.9 0.1 -0.2
O 24.104421 7.312602 -22.298907 0.3 0.5 -0.7
C 25.046667 6.724929 -22.819713 -0.8 -1.1 0.7
O 24.846050 5.504809 -23.354122 -0.9 1.2 0.2
C 25.989819 4.993719 -24.024279 0.7 0.3 0.5
C 27.091995 6.021489 -23.728900 1.4 -1.3 -1.2
C 26.524851 7.068560 -22.821890 -0.8 0.3 -0.7
H 25.824843 4.990152 -25.100330 -0.4 -0.5 0.2
H 26.195243 4.012227 -23.600554 -0.1 0.0 -0.3
H 27.379198 6.388441 -24.714033 0.0 0.7 0.2
H 28.009575 5.530896 -23.404346 -0.2 0.1 0.5
H 26.664928 8.027682 -23.318584 0.0 0.3 0.6
H 26.887430 7.058860 -21.794944 0.0 0.2 -0.1
C 22.646205 11.728564 -26.236902 0.2 0.8 -0.4
Cl 21.591921 12.781630 -27.175850 -0.8 0.0 0.2
Cl 22.936336 10.232407 -27.141170 0.3 0.2 0.5
H 23.495116 12.406117 -26.152203 0.7 -0.9 -0.1
H 22.293780 11.512686 -25.230181 -0.4 -0.1 -0.3
C 25.034960 14.962611 -25.795469 -0.3 0.5 -0.5
Br 25.131005 16.821927 -25.097122 -0.4 -1.2 -0.7
Br 26.617044 14.036636 -25.202896 0.1 -0.1 -0.5
Br 24.604681 14.829667 -27.762316 0.7 0.2 1.5
H 24.227943 14.391650 -25.344736 -0.1 0.7 0.1
C 29.827786 10.508242 -24.383862 -0.5 -0.3 0.4
Br 29.438500 10.418933 -22.462438 0.4 0.2 -0.4
Br 29.875797 12.318179 -25.078130 0.0 -0.8 0.3
Br 28.520705 9.357024 -25.342818 0.6 0.6 0.2
H 30.796508 10.021211 -24.453697 -0.1 0.3 -0.4
```
Positions in Å, forces in eV/Å.

Output
**Gap between HOMO and LUMO (spin up / spin down)**: 7.72 / 6.50 eV
**Total charge**: +1
**Spin multiplicity**: 2
**⟨S²⟩**: 0.755

=====

No. 5
The following is a quantum chemistry calculation of a molecular structure, C9H15BrINO, from the Open Molecules 2025 dataset.

Geometry as XYZ:
```
28
Properties=species:S:1:pos:R:3:forces:R:3
C 0.892754 0.496680 2.293906 0.4 0.4 -0.2
C -0.543332 0.569290 1.848292 -0.2 -0.3 0.1
C -1.040450 -0.805392 1.391837 0.2 0.1 -0.1
C -0.320213 -1.379847 0.169161 -0.1 0.1 0.2
C 1.522274 2.359307 0.806891 -0.4 0.4 -1.1
C -0.328478 -0.587890 -1.159488 -0.3 -0.1 0.0
C 0.823681 0.395659 -1.233935 0.7 0.1 -0.2
C -0.203014 -1.627003 -2.296510 0.2 0.1 -0.1
C -1.659396 0.150405 -1.369473 0.1 0.0 0.0
N 1.773010 1.392747 1.702285 0.5 -0.6 0.9
O 1.320638 -0.295146 3.104538 -0.1 -0.3 0.1
Br 0.742423 1.634575 -2.690966 0.0 0.0 0.2
I 2.782734 -0.448723 -1.047302 -0.4 0.2 0.0
H -1.137511 0.889292 2.707772 0.0 0.1 0.0
H -0.675825 1.285632 1.044720 0.0 0.1 0.1
H -0.881063 -1.510988 2.209052 -0.1 0.0 0.0
H -2.113375 -0.741460 1.205003 0.0 0.0 0.0
H 0.713797 -1.587121 0.450457 0.0 -0.1 0.0
H -0.790656 -2.344653 -0.033673 0.1 0.0 0.0
H 2.359571 2.840555 0.337798 0.1 0.0 0.0
H 0.544265 2.775586 0.675788 -0.2 0.0 0.1
H -1.130855 -2.190676 -2.373264 -0.1 -0.1 0.1
H 0.614537 -2.319641 -2.105789 0.0 0.0 0.0
H -0.025048 -1.139551 -3.254587 0.0 0.0 0.0
H -2.485281 -0.480084 -1.048860 -0.1 -0.1 0.0
H -1.803129 0.378414 -2.423790 0.0 0.0 0.0
H -1.702058 1.087869 -0.820850 -0.1 0.1 0.1
H 2.749999 1.202165 1.910989 -0.3 -0.1 0.1
```
Positions in Å, forces in eV/Å.

Output
**Gap between HOMO and LUMO (spin up / spin down)**: 8.45 / 6.21 eV
**Total charge**: 0

=====

No. 6
The following is a quantum chemistry calculation of a molecular structure, C9H15Cl3N3O3RhTe4, from the Open Molecules 2025 dataset.

Geometry as XYZ:
```
38
Properties=species:S:1:pos:R:3:forces:R:3
Rh -1.463661 0.779108 0.572838 0.0 0.6 -0.2
Te -0.990872 2.373702 2.817349 -0.1 -0.2 0.0
Te -3.398481 2.775285 3.806236 0.1 0.1 0.1
Te -4.872497 2.584026 1.517088 0.0 0.0 -0.1
Te -2.790257 3.033414 -0.130427 0.1 -0.4 0.0
Cl 1.673674 -2.632328 0.085870 0.1 0.0 0.0
C -0.022035 -2.528473 0.571952 -0.2 0.2 -0.1
Cl -0.700978 -4.132154 0.753652 0.0 -0.1 0.0
Cl -0.938754 -1.684355 -0.755157 0.1 -0.1 0.1
C -0.122372 -1.652575 1.903087 -0.2 0.0 -0.1
O -0.437493 -2.242360 2.917170 0.1 -0.1 0.1
O 0.130494 -0.438194 1.695242 0.2 0.1 0.0
C 1.300204 -0.408276 -3.085791 0.1 0.0 0.0
N 0.820009 0.797906 -2.432046 0.0 0.0 0.0
C -0.448627 1.305326 -2.916607 0.0 0.0 0.1
C 1.210751 1.155949 -1.173414 0.1 0.1 0.0
O 0.441947 1.752372 -0.397659 -0.1 -0.1 0.0
N 2.491563 0.883588 -0.810502 -0.1 0.0 0.0
C 3.598533 0.882779 -1.746731 0.0 0.0 -0.1
C 2.848515 1.032823 0.590846 0.0 0.0 0.0
H 0.448153 -1.036949 -3.350742 0.0 0.0 0.0
H 1.930903 -0.982191 -2.411205 0.0 0.0 0.0
H 1.857984 -0.182145 -3.998553 0.0 0.0 0.0
H -0.428383 1.324629 -4.005704 0.0 0.0 0.0
H -0.609217 2.314542 -2.545122 0.0 0.0 0.0
H -1.291769 0.682350 -2.593393 0.0 0.0 0.0
H 3.265450 1.193111 -2.734041 0.0 0.0 0.0
H 4.070105 -0.100366 -1.822369 0.0 0.0 0.0
H 4.352479 1.596706 -1.406019 0.0 0.0 0.0
H 2.015668 0.720697 1.213529 0.0 0.0 0.0
H 3.121075 2.066420 0.826578 0.0 0.0 0.0
H 3.702294 0.387213 0.797598 0.0 0.0 0.0
C -3.588895 -2.282609 3.378701 0.0 0.1 0.0
C -3.233703 -1.270238 2.397841 0.0 0.0 -0.1
N -2.931353 -0.483022 1.622583 -0.1 -0.2 0.2
H -2.661312 -2.706901 3.762863 0.0 0.0 0.0
H -4.187847 -3.057753 2.902942 0.0 0.0 0.0
H -4.161293 -1.821058 4.181518 0.0 0.0 0.0
```
Positions in Å, forces in eV/Å.

Output
**Gap between HOMO and LUMO (spin up / spin down)**: 6.22 / 5.56 eV
**Total charge**: 0
**Spin multiplicity**: 5
**⟨S²⟩**: 6.022

=====

No. 7
The following is a quantum chemistry calculation of 5 unconnected molecules or ions with the total composition C9H15Cl9O6, from the Open Molecules 2025 dataset.

Geometry as XYZ:
```
39
Properties=species:S:1:pos:R:3:forces:R:3
C 0.136438 -1.160753 -1.310375 1.5 -1.2 -0.2
O 1.449896 -1.074162 -0.647193 -1.1 -0.3 0.1
C 2.428988 -0.486566 -1.301738 0.5 1.2 -0.4
O 2.357568 0.062085 -2.369863 -0.3 -0.1 -0.6
O 3.526859 -0.509035 -0.564910 0.7 -0.8 1.3
C 4.764734 0.032265 -1.115170 -2.6 -0.9 -1.4
H 0.262871 -1.285242 -2.392629 0.1 -0.5 0.3
H -0.427694 -0.275849 -1.226848 -0.5 1.3 0.7
H -0.315123 -2.006819 -0.780795 -0.1 0.2 -0.6
H 4.708572 1.076816 -0.954077 0.6 1.0 0.5
H 4.615267 -0.114707 -2.189095 0.8 0.0 0.0
H 5.569264 -0.528223 -0.691417 0.4 0.0 0.3
C -1.833813 -2.075645 1.739580 0.2 1.0 -1.2
O -0.546310 -1.781313 2.355849 0.1 -0.7 -0.7
C 0.442328 -2.582743 1.863884 0.0 2.5 2.2
O 0.229909 -3.484185 1.154064 -0.1 -2.7 -2.1
O 1.628941 -2.193200 2.331928 0.5 -1.3 -0.3
C 2.685319 -3.180073 1.934042 0.1 1.8 0.6
H -1.874515 -2.947593 1.067487 0.7 0.3 0.5
H -2.060592 -1.181521 1.101359 -0.2 -0.7 0.8
H -2.544152 -2.269668 2.514134 -0.4 0.4 0.5
H 2.665222 -4.050402 2.585487 -0.2 0.1 0.0
H 3.627455 -2.626938 2.048811 -0.4 -0.2 0.1
H 2.561026 -3.423876 0.898469 -0.2 -0.3 -0.4
C 0.496130 1.770646 1.788855 -1.5 -0.6 -0.9
Cl 2.178510 2.035882 1.576927 0.7 0.0 0.2
Cl -0.383717 2.236521 0.272495 0.1 0.2 0.1
Cl -0.205580 2.623141 3.152766 0.2 0.0 0.1
H 0.229855 0.705228 1.830999 0.6 0.4 0.5
C -3.491428 1.432119 -3.051415 0.2 -0.6 1.9
Cl -4.238677 2.058544 -4.426270 -1.2 0.0 -1.5
Cl -1.938099 2.218598 -2.914157 0.8 0.0 0.4
Cl -3.352549 -0.360381 -2.925691 0.1 0.4 -0.5
H -4.075435 1.668812 -2.162900 0.1 0.2 -0.2
C -3.771011 4.367765 0.136280 1.6 -0.9 -1.3
Cl -3.803993 5.311634 1.563671 -0.3 0.5 0.8
Cl -4.878408 4.970928 -1.123140 0.3 -0.2 0.3
Cl -4.131008 2.618837 0.476607 0.1 0.8 -0.1
H -2.693059 4.409090 -0.246028 -1.8 -0.2 0.3
```
Positions in Å, forces in eV/Å.

Output
**Gap between HOMO and LUMO**: 11.11 eV
**Total charge**: 0
**SMILES**: COC(=O)OC.COC(=O)OC.ClC(Cl)Cl.ClC(Cl)Cl.ClC(Cl)Cl

=====

No. 8
The following is a quantum chemistry calculation of 2 unconnected molecules or ions with the total composition C9H15ClFO9PS2, from the Open Molecules 2025 dataset.

Geometry as XYZ:
```
38
Properties=species:S:1:pos:R:3:forces:R:3
C 1.255115 -3.690173 0.929987 0.4 -0.1 -0.7
C 1.065139 -2.270673 0.069443 0.8 -0.6 -0.1
C 1.597071 -0.944237 0.870867 1.0 -0.1 -0.5
C -0.452898 -2.161391 -0.536630 0.3 -1.4 0.6
C -1.529733 -1.364941 0.408066 1.0 -2.3 -0.8
P -1.512203 0.583461 0.389012 -0.5 1.4 1.1
O -0.628884 1.213012 1.751987 0.6 0.3 -3.2
Cl -0.542293 1.086890 -1.474867 -0.1 -0.7 1.3
O -2.804273 -1.605059 -0.347673 -0.5 1.4 3.1
S -4.089657 -1.239010 0.723988 -7.1 -0.3 -4.0
O -4.870981 0.038811 0.329220 4.5 -3.3 2.4
O -5.180956 -2.346027 0.498827 5.2 2.8 1.9
O -3.194715 -1.269551 2.187255 -0.2 0.4 -2.3
C -1.935395 -2.027641 1.888981 0.2 -0.1 1.0
O -0.974302 -1.908830 2.995671 -1.5 -0.8 -2.3
S -2.553361 -3.795239 1.925530 -0.3 -0.4 -0.2
H 2.389138 -4.049476 0.913511 -2.4 1.0 0.1
H 0.946267 -3.589915 2.054313 0.4 -0.2 -2.2
H 0.646780 -4.550415 0.368581 1.2 1.9 1.5
H 1.788013 -2.399900 -0.871777 -1.7 0.3 2.0
H 1.518385 -0.007371 0.143770 0.0 -1.9 1.7
H 1.099231 -0.754014 1.912281 0.7 -0.4 -2.2
H 2.760487 -1.071983 1.080322 -2.4 0.1 -0.5
H -0.396412 -1.758448 -1.634062 -0.5 -0.3 2.4
H -0.856054 -3.281710 -0.624050 0.7 2.5 0.2
H -0.124222 2.017535 1.375528 -1.0 -1.7 1.0
H -0.730425 -2.858003 3.239724 -0.8 1.7 -0.4
H -3.879296 -3.712455 2.452285 1.8 0.6 -0.7
C 1.445279 4.563256 -2.978794 -1.0 -0.1 -0.9
C 1.698579 4.482130 -1.512180 0.0 -0.5 0.5
O 3.092132 4.666488 -1.407760 -0.2 0.6 -0.5
C 3.427640 5.445184 -2.474409 3.0 1.7 -0.7
O 4.485744 6.042869 -2.579554 -2.7 -1.5 0.2
O 2.429914 5.481293 -3.409669 0.8 0.1 0.7
F 1.394835 3.253249 -1.037573 0.0 -0.1 0.4
H 1.594605 3.605302 -3.488123 0.0 0.0 0.3
H 0.440859 4.929458 -3.207767 0.2 0.1 0.0
H 1.180848 5.247522 -0.924261 0.0 -0.2 0.1
```
Positions in Å, forces in eV/Å.

Output
**Gap between HOMO and LUMO**: 9.00 eV
**Total charge**: 0
**SMILES**: CC(C)C[C@@]1(P(O)Cl)OS(=O)(=O)O[C@@]1(O)S.O=C1OC[C@@H](F)O1

=====

no.,F_max (eV Å⁻¹),total energy (a.u.),M (g/mol)
1,5.43,-824.32852,170.3
2,1.06,-749.50046,154.3
3,3.46,-581.77991,180.0
4,2.22,-18582.20471,785.1
5,1.26,-3353.54643,360.0
6,0.63,-3305.15071,932.9
7,3.42,-4945.07033,538.3
8,8.19,-2726.69257,416.8